A single C24H41NO4 molecule. Source: OMol25; level of theory: ωB97M-V/def2-TZVPD.

```
70
Properties=species:S:1:pos:R:3
C -0.908 -1.823 -2.523
C -0.411 -0.388 -2.652
O 0.641 -0.135 -1.726
C 0.429 0.900 -0.821
O -0.771 0.748 -0.099
C -0.755 -0.332 0.763
C -2.063 -1.036 0.978
O -2.102 -2.256 0.905
N -3.163 -0.301 1.238
C -3.156 1.109 1.554
C -4.211 1.914 0.794
C -4.053 1.885 -0.724
C -4.185 0.506 -1.381
C -5.387 -0.326 -0.908
C -5.011 -1.459 0.048
C -4.413 -1.025 1.390
C 0.368 -0.798 1.297
C 1.705 -0.146 1.128
C 2.797 -1.216 0.899
C 4.208 -0.625 0.937
C 5.250 -1.736 0.841
C 5.052 -2.542 -0.439
C 3.642 -3.125 -0.486
C 2.598 -2.017 -0.385
C 1.668 0.994 0.083
C 1.720 2.368 0.769
C 2.089 3.547 -0.138
C 3.475 3.431 -0.783
O 4.522 3.301 0.146
H -0.092 -2.513 -2.722
H -1.708 -2.000 -3.237
H -1.278 -2.015 -1.519
H -1.232 0.317 -2.484
H -0.006 -0.219 -3.659
H 0.275 1.852 -1.361
H -2.172 1.512 1.330
H -3.339 1.227 2.633
H -5.209 1.572 1.067
H -4.127 2.951 1.129
H -3.074 2.293 -0.984
H -4.812 2.549 -1.147
H -4.266 0.673 -2.458
H -3.273 -0.065 -1.219
H -6.135 0.321 -0.447
H -5.862 -0.787 -1.776
H -4.287 -2.113 -0.441
H -5.903 -2.053 0.262
H -5.113 -0.401 1.947
H -4.207 -1.930 1.972
H 0.317 -1.669 1.930
H 1.942 0.310 2.101
H 2.713 -1.914 1.742
H 4.353 -0.062 1.863
H 4.354 0.058 0.097
H 6.254 -1.304 0.859
H 5.156 -2.398 1.705
H 5.791 -3.344 -0.491
H 5.203 -1.891 -1.303
H 3.502 -3.681 -1.415
H 3.513 -3.824 0.344
H 2.676 -1.359 -1.251
H 1.595 -2.445 -0.392
H 2.521 0.886 -0.589
H 0.744 2.567 1.219
H 2.447 2.329 1.584
H 2.069 4.453 0.470
H 1.355 3.665 -0.937
H 3.490 2.597 -1.499
H 3.691 4.349 -1.335
H 4.397 2.480 0.636
```

**Lowest unoccupied orbital energy**: 0.711 eV
**Energy above the lowest of the compared OMol25 structures with the same formula, charge and spin**: 0.0 kJ/mol
**Frontier orbital gap**: 9.429 eV


7 unconnected molecules or ions with the total composition C24H41NO8. Source: OMol25; level of theory: ωB97M-V/def2-TZVPD.

```
74
Properties=species:S:1:pos:R:3
O 1.526 -1.459 4.477
N 1.576 -0.332 4.011
O 1.040 0.641 4.498
C 2.341 -0.147 2.776
C 2.606 1.126 2.303
C 3.439 1.258 1.208
C 3.969 0.140 0.574
C 3.711 -1.130 1.077
C 2.895 -1.257 2.182
H 2.277 2.007 2.838
H 3.663 2.248 0.831
H 4.630 0.294 -0.271
H 4.199 -1.999 0.658
H 2.735 -2.225 2.636
C -3.848 -1.409 0.054
C -5.324 -1.373 0.362
C -5.720 -0.740 1.669
O -6.128 -1.875 -0.388
H -3.403 -2.235 0.620
H -3.323 -0.507 0.384
H -3.656 -1.565 -1.005
H -5.211 0.221 1.782
H -5.396 -1.352 2.512
H -6.793 -0.579 1.723
C -1.977 -0.599 3.336
C -2.769 0.537 3.908
C -2.106 1.889 4.022
O -3.927 0.383 4.229
H -1.138 -0.899 3.975
H -1.528 -0.298 2.385
H -2.601 -1.486 3.245
H -2.196 2.373 3.043
H -1.037 1.816 4.209
H -2.633 2.459 4.781
C 0.504 -0.406 -0.541
C -0.460 0.722 -0.333
C -1.240 1.179 -1.541
O -0.531 1.316 0.720
H 0.043 -1.273 -1.018
H 0.890 -0.768 0.412
H 1.355 -0.077 -1.140
H -2.186 0.626 -1.567
H -0.724 0.958 -2.474
H -1.479 2.234 -1.429
C 0.500 -3.527 -2.867
C -0.791 -3.538 -3.652
C -0.767 -2.799 -4.957
O -1.765 -4.119 -3.244
H 1.295 -4.000 -3.447
H 0.337 -4.065 -1.937
H 0.774 -2.491 -2.660
H -0.498 -1.757 -4.753
H -1.740 -2.828 -5.440
H -0.021 -3.221 -5.631
C 0.113 4.561 2.930
C 0.475 5.265 1.634
C 0.872 4.363 0.508
O 0.394 6.459 1.495
H 0.918 4.742 3.648
H 0.047 3.489 2.747
H -0.809 4.954 3.349
H 1.552 3.591 0.876
H 1.310 4.940 -0.301
H -0.022 3.829 0.180
C 3.069 -1.293 -5.700
C 2.623 -0.904 -4.311
C 3.545 -1.342 -3.200
O 1.614 -0.272 -4.104
H 3.376 -2.338 -5.727
H 3.921 -0.667 -5.975
H 2.278 -1.109 -6.425
H 3.300 -2.352 -2.867
H 3.459 -0.677 -2.342
H 4.576 -1.333 -3.557
```

**Lowest unoccupied orbital energy**: -0.982 eV
**Frontier orbital gap**: 8.339 eV


A molecular structure, C24H42As2BrF5NRhS2Si3. Source: OMol25; level of theory: ωB97M-V/def2-TZVPD.

```
81
Properties=species:S:1:pos:R:3
Rh 1.391 0.352 -0.198
C -0.124 5.717 -1.000
C 0.918 4.650 -1.163
C 2.177 4.904 -1.699
C 3.105 3.880 -1.795
C 2.728 2.626 -1.368
Br 3.963 1.200 -1.363
N 1.516 2.338 -0.893
C 0.648 3.348 -0.772
H 0.285 6.700 -1.224
H -0.507 5.735 0.021
H -0.966 5.543 -1.672
H 2.441 5.903 -2.021
H 4.101 4.046 -2.178
H -0.296 3.098 -0.322
C -2.573 2.774 0.754
Si -2.595 1.662 -0.767
C -2.434 2.662 -2.341
C -4.214 0.724 -0.868
As -0.932 -0.122 -0.662
Si -0.768 -0.794 -3.002
C -2.509 -1.097 -3.604
C 0.336 -2.262 -3.319
C 0.035 0.690 -3.817
Si -1.930 -1.404 1.152
C -0.679 -2.383 2.137
C -3.269 -2.498 0.444
C -2.553 -0.098 2.342
H -2.736 3.807 0.437
H -1.660 2.743 1.350
H -3.394 2.504 1.417
H -3.118 3.510 -2.248
H -2.758 2.086 -3.209
H -1.441 3.056 -2.549
H -5.005 1.452 -1.076
H -4.480 0.218 0.057
H -4.228 -0.005 -1.677
H -3.064 -1.777 -2.956
H -2.462 -1.559 -4.593
H -3.078 -0.172 -3.699
H -0.160 -3.217 -3.160
H 1.268 -2.236 -2.754
H 0.603 -2.203 -4.379
H -0.633 1.538 -3.940
H 0.365 0.381 -4.813
H 0.925 1.026 -3.278
H -0.500 -3.387 1.760
H -1.105 -2.486 3.139
H 0.274 -1.864 2.225
H -3.090 -2.765 -0.597
H -4.255 -2.038 0.510
H -3.298 -3.430 1.013
H -1.807 0.678 2.521
H -2.755 -0.588 3.298
H -3.479 0.379 2.028
F 1.180 -7.454 -0.262
C 1.381 -6.157 -0.181
C 2.608 -5.662 0.237
F 3.581 -6.494 0.561
C 2.800 -4.296 0.316
F 3.982 -3.853 0.730
C 1.795 -3.376 -0.019
S 2.267 -1.700 0.036
C 0.575 -3.916 -0.422
F -0.442 -3.111 -0.754
C 0.360 -5.274 -0.511
F -0.818 -5.735 -0.911
C 3.834 1.638 4.225
As 2.506 0.430 3.548
C 1.235 0.077 4.943
C 3.416 -1.207 3.124
S 1.522 1.444 1.919
H 4.284 1.215 5.121
H 3.362 2.591 4.458
H 4.591 1.785 3.457
H 1.761 -0.260 5.835
H 0.545 -0.692 4.602
H 0.685 0.991 5.158
H 4.011 -1.497 3.991
H 4.066 -1.043 2.267
H 2.695 -1.989 2.906
```

**Lowest unoccupied orbital energy (alpha / beta)**: -7.425 / -7.745 eV
**Energy above the lowest of the compared OMol25 structures with the same formula, charge and spin**: 0.0 kJ/mol
**Frontier orbital gap (alpha / beta)**: 6.043 / 5.588 eV
**Net charge**: +2


A molecular structure, C24H42BeF6NO15. Source: OMol25; level of theory: ωB97M-V/def2-TZVPD.

```
89
Properties=species:S:1:pos:R:3
Be 3.316 0.251 -3.609
N 0.779 1.158 -0.979
O 0.346 2.303 -0.747
O 1.413 1.005 -2.041
O 0.504 0.220 -0.281
C 0.112 -1.147 3.458
O 0.693 -0.585 4.612
C 0.601 -1.431 5.790
C 0.455 -0.597 7.073
O -0.695 0.174 7.278
C -0.805 1.244 6.331
H 0.285 -0.543 2.567
H -0.975 -1.125 3.539
H 0.481 -2.161 3.303
H 1.456 -2.095 5.914
H -0.238 -2.108 5.628
H 1.334 0.038 7.189
H 0.523 -1.247 7.945
H 0.129 1.727 6.045
H -1.414 1.987 6.846
H -1.301 0.864 5.437
C 5.425 0.720 -0.866
O 4.322 -0.117 -1.340
C 4.372 -1.454 -0.916
C 3.075 -2.177 -1.169
O 2.604 -1.961 -2.466
C 1.261 -2.376 -2.574
H 5.296 1.735 -1.243
H 6.419 0.354 -1.122
H 5.585 0.750 0.212
H 4.607 -1.483 0.148
H 5.211 -1.942 -1.412
H 2.292 -1.770 -0.529
H 3.225 -3.227 -0.919
H 0.497 -1.764 -2.093
H 1.195 -3.427 -2.292
H 1.101 -2.367 -3.652
O -3.952 -2.374 -5.522
C -3.354 -1.471 -4.861
O -3.986 -0.321 -4.605
C -3.081 0.594 -4.064
C -1.967 -0.255 -3.410
C -1.900 -1.467 -4.301
H -3.478 1.393 -3.438
H -2.746 1.148 -4.941
H -2.270 -0.610 -2.425
H -1.008 0.247 -3.289
H -1.610 -2.333 -3.706
H -1.260 -1.434 -5.182
O 3.450 2.841 -3.862
C 3.011 3.945 -3.941
O 3.720 4.985 -4.309
C 2.885 6.119 -4.400
C 1.451 5.621 -4.524
C 1.532 4.239 -3.826
H 3.238 6.710 -5.245
H 3.029 6.687 -3.481
H 1.123 5.622 -5.563
H 0.741 6.321 -4.085
H 1.068 3.477 -4.452
H 1.153 4.272 -2.805
C -0.839 -2.985 0.192
C -1.737 -3.534 1.376
O -0.872 -4.413 2.057
C -1.375 -5.423 2.884
O -2.591 -5.701 3.027
C -0.318 -6.133 3.777
F -0.381 -7.451 3.558
F 0.894 -5.689 3.543
F -0.611 -5.931 5.038
H -0.646 -3.793 -0.513
H 0.060 -2.530 0.608
H -1.469 -2.201 -0.229
H -2.600 -4.083 0.997
H -2.086 -2.716 2.006
C -2.793 0.089 1.152
C -3.941 1.036 0.797
O -3.476 2.331 0.381
C -3.348 3.376 1.245
O -3.736 3.322 2.417
C -2.769 4.605 0.560
F -2.543 4.416 -0.737
F -3.663 5.639 0.620
F -1.674 5.072 1.063
H -2.007 0.065 0.396
H -3.266 -0.870 1.364
H -2.313 0.498 2.041
H -4.699 1.057 1.579
H -4.478 0.566 -0.028
```

**Multiplicity**: 2
**<S²>**: 0.75
**Lowest unoccupied orbital energy (alpha / beta)**: -0.251 / -2.302 eV
**Frontier orbital gap (alpha / beta)**: 8.498 / 6.496 eV


A molecular structure, C24H42Br12F9FeO6. Source: OMol25; level of theory: ωB97M-V/def2-TZVPD.

```
94
Properties=species:S:1:pos:R:3
Fe 2.057 -21.296 13.809
C -0.154 -19.809 13.882
O -0.067 -21.262 13.768
O 1.089 -19.425 13.681
C -1.212 -19.293 12.909
F -2.468 -19.581 13.336
F -1.159 -17.947 12.809
F -1.107 -19.795 11.678
C -1.144 -22.149 13.904
C -0.674 -23.540 13.616
H -0.379 -23.697 12.582
H 0.135 -23.819 14.294
H -1.494 -24.221 13.864
H -2.015 -21.851 13.317
H -1.510 -22.123 14.942
H -0.512 -19.591 14.910
C 2.075 -22.224 16.908
O 2.648 -23.524 17.185
O 2.348 -21.985 15.661
C 0.569 -22.273 17.235
F 0.336 -22.387 18.567
F -0.096 -21.175 16.849
F -0.054 -23.335 16.678
C 2.704 -24.038 18.486
C 4.154 -24.293 18.869
H 4.763 -23.394 18.764
H 4.196 -24.565 19.933
H 4.597 -25.115 18.309
H 2.201 -25.012 18.469
H 2.260 -23.360 19.212
H 2.521 -21.519 17.651
C 3.291 -23.054 12.066
O 2.578 -21.844 11.675
O 3.171 -23.102 13.342
C 2.707 -24.260 11.306
F 3.320 -24.372 10.079
F 2.959 -25.405 11.937
F 1.402 -24.194 11.068
C 2.536 -21.469 10.313
C 1.728 -20.189 10.178
H 0.695 -20.410 10.434
H 2.093 -19.419 10.855
H 1.769 -19.885 9.130
H 2.053 -22.244 9.715
H 3.546 -21.286 9.925
H 4.328 -22.915 11.690
Br -6.020 -19.335 14.553
C -5.199 -21.057 14.880
C -5.379 -21.978 13.708
Br -4.301 -23.556 13.961
H -5.599 -21.467 15.800
H -4.136 -20.905 15.040
H -5.079 -21.475 12.790
H -6.416 -22.266 13.547
Br -0.649 -21.765 7.319
C -2.546 -21.703 7.801
C -2.716 -21.362 9.255
Br -2.979 -22.895 10.418
H -2.953 -22.666 7.529
H -2.920 -20.880 7.201
H -3.546 -20.695 9.469
H -1.819 -20.882 9.632
Br 1.933 -25.836 14.916
C 2.466 -27.613 14.410
C 1.341 -28.584 14.624
Br 1.914 -30.374 14.144
H 3.336 -27.914 14.995
H 2.830 -27.548 13.389
H 0.480 -28.320 14.018
H 1.062 -28.580 15.672
Br -3.190 -21.892 17.536
C -3.251 -23.685 18.318
C -3.527 -24.618 17.161
Br -3.606 -26.453 17.785
H -4.059 -23.693 19.038
H -2.282 -23.875 18.764
H -2.706 -24.585 16.452
H -4.439 -24.296 16.676
Br -2.441 -17.764 9.013
C -1.615 -16.020 9.270
C -0.380 -16.156 10.126
Br 0.636 -14.504 9.946
H -2.370 -15.382 9.716
H -1.377 -15.657 8.277
H 0.258 -16.958 9.796
H -0.607 -16.256 11.181
Br -5.645 -15.376 10.590
C -5.507 -17.231 11.134
C -6.153 -18.071 10.067
Br -6.049 -19.937 10.597
H -5.954 -17.323 12.120
H -4.452 -17.463 11.269
H -5.593 -17.973 9.144
H -7.201 -17.825 9.954
```

**Multiplicity**: 5
**<S²>**: 6.01
**Lowest unoccupied orbital energy (alpha / beta)**: 1.682 / 1.682 eV
**Energy above the lowest of the compared OMol25 structures with the same formula, charge and spin**: 0.0 kJ/mol
**Frontier orbital gap (alpha / beta)**: 7.645 / 7.011 eV
**Net charge**: -1